Record 1
Entry from OMol25: a structure of composition C11H17IrN2O3 at a distorted geometry (the ωB97M-V functional and the def2-TZVPD basis).

Values from the calculation:
**Highest occupied orbital energy (spin up / spin down)**: -17.13 / -17.23 eV
**Multiplicity**: 5
**Total charge**: +2
**Electronic energy**: -868.1516 a.u.

Structure (XYZ):
```
34
Properties=species:S:1:pos:R:3:forces:R:3:lowdin_spin:R:1
H -2.7717 1.9133 -1.5438 0.00 -0.03 0.13 0.002
H 0.3663 -2.3068 2.0588 -0.06 0.14 -0.06 0.000
H -2.1814 -1.7138 0.3612 0.01 0.10 0.16 0.007
C -6.5939 -0.3438 -0.1110 -0.58 -0.15 -0.05 0.004
H 2.6358 2.0692 -0.0863 -0.14 -0.15 0.03 0.001
H 1.5855 1.1710 2.6364 0.05 -0.10 0.08 0.001
C 1.5547 0.0850 2.5033 0.97 0.30 -0.41 0.008
N -0.5828 2.8368 0.7376 0.19 -3.31 0.01 0.366
H -1.1993 -1.7334 2.7184 0.03 0.00 -0.04 0.001
C -5.1407 -0.1726 -0.2807 0.58 0.07 -0.12 0.017
C -2.8872 -0.9433 0.0712 -0.57 -0.55 0.32 0.037
H -7.1399 0.5859 -0.2516 0.02 0.03 0.10 0.000
C 2.2753 -0.3073 1.2060 -0.14 -0.57 0.80 0.005
H 2.2542 -1.3955 1.0760 0.13 0.18 -0.01 0.001
H -4.6144 -2.0101 0.7175 0.01 -0.16 -0.01 0.000
O 1.6061 0.2474 0.0689 -1.49 0.18 0.56 0.119
H 0.2112 -1.8590 3.7708 0.01 0.19 -0.12 0.003
H 2.0441 -0.3962 3.3562 -0.14 0.06 -0.05 0.002
O -0.7643 5.1805 0.7423 -0.04 0.34 0.06 0.183
C -0.6788 4.0390 0.7494 -0.02 1.28 -0.05 0.125
O 0.1701 -0.2526 2.4662 -0.39 0.82 -0.90 0.098
C -4.2433 -1.1289 0.2189 0.19 0.19 -0.20 0.009
H 3.2674 0.7257 -1.0754 -0.25 -0.01 0.15 0.002
H -5.2279 1.6526 -1.4427 0.02 0.04 -0.01 0.001
H -6.8297 -0.7824 0.8591 0.00 0.11 0.01 0.001
Ir -0.6419 0.8910 0.5745 0.29 0.84 -0.24 2.807
H -6.9797 -1.0469 -0.8573 0.11 0.00 -0.04 0.002
N -2.3814 0.1770 -0.4759 1.14 0.13 0.41 0.144
H 1.7370 1.4977 -1.5295 0.08 -0.02 0.14 0.000
C -0.1183 -1.6177 2.7554 -0.28 -0.86 0.33 0.011
C -3.2182 1.0651 -1.0364 -0.60 0.59 -0.18 0.026
H 3.3153 0.0244 1.2536 -0.12 0.02 -0.08 0.001
C -4.5895 0.9176 -0.9733 0.30 -0.29 0.08 0.011
C 2.3561 1.1945 -0.6831 0.68 0.60 -0.81 0.003
```
Positions in Å, forces in eV/Å.

Record 2
Entry from OMol25: a structure of composition C11H17N2 at a distorted geometry (the ωB97M-V functional and the def2-TZVPD basis).

Values from the calculation:
**Relative energy (zero: lowest compared OMol25 entry of this formula, charge and spin)**: 48.5 kcal per mole
**Highest occupied orbital energy**: -13.01 eV
**Multiplicity**: 1
**Total charge**: +1
**Electronic energy**: -538.5634 a.u.

Structure (XYZ):
```
30
Properties=species:S:1:pos:R:3:forces:R:3:mulliken_charge:R:1
H 1.1406 2.5478 1.3627 -0.53 -0.14 0.10 0.248
C -1.1856 -0.7431 0.2427 -0.05 0.87 -0.30 0.019
H -4.3870 1.6635 0.1424 0.86 -2.08 -0.59 0.327
H 0.4551 -2.6787 -1.4533 -0.24 0.84 0.66 0.371
H -4.5851 -0.9401 -0.0586 1.49 0.14 1.25 0.318
C -2.2828 1.4835 0.0023 -0.04 -3.01 -0.28 -0.530
C -3.5377 0.8902 0.0383 0.04 1.83 1.23 -0.524
H 0.5389 -1.5201 1.4442 -0.78 0.17 -0.54 0.259
C 0.1995 -1.3865 0.3879 0.13 0.89 0.96 0.279
C -3.5606 -0.5076 0.2042 -3.54 0.84 -2.21 -0.626
C -2.4516 -1.3055 0.2294 0.41 -2.32 1.73 -0.650
N 0.4114 1.8490 1.2653 1.36 -0.57 -2.60 -0.360
H -2.0233 2.4667 -0.1716 -0.39 2.27 -0.12 0.517
C -1.1742 0.6456 0.0459 -0.72 -0.85 -0.22 0.001
H 0.1030 2.0566 -2.0667 1.04 -0.48 0.36 0.394
C 0.5979 2.2039 -1.0850 -1.47 1.56 -0.02 -1.356
H 0.9944 -0.4001 -1.0951 0.63 -0.16 -2.83 0.421
H -0.1166 -3.6646 -0.1159 0.64 2.75 0.10 0.315
H 2.5107 -0.1209 1.4511 -1.14 -0.10 0.30 0.438
H -0.3255 1.7676 1.8798 -1.23 0.07 2.08 0.267
H 0.1569 3.2072 -0.7809 0.67 -0.93 -0.38 0.387
H -2.6126 -2.3918 0.5127 0.34 1.28 -0.91 0.325
N 1.0975 -0.3005 -0.1420 -0.97 1.11 1.95 -0.136
H 3.0797 -1.1573 0.2625 -0.90 0.26 -0.61 0.319
C 0.0912 1.3169 0.0101 3.53 0.26 2.25 1.148
C 2.4374 -0.2534 0.3723 3.29 0.39 1.06 -0.975
C 0.4927 -2.6505 -0.3380 -0.51 -4.54 -1.21 -1.288
H 1.4859 -3.0678 -0.1276 0.09 0.64 0.22 0.422
H 1.6881 2.3320 -1.0086 -0.39 -0.23 -0.60 0.357
H 3.1616 0.5970 0.1245 -1.63 -0.78 -0.83 0.312
```
Positions in Å, forces in eV/Å.

Which formula does entry 1 have? C11H17IrN2O3